# 1
{"formula": "C5H13NO2", "method": "ωB97M-V with the def2-TZVPD basis set", "relative_energy_kcal_mol": 127.4, "charge": 1, "multiplicity": 2, "homo_energy_ha": [-0.5288, -0.5281], "s2": 0.760, "homo_lumo_gap_ha": [0.295, 0.254], "max_force_ev_per_a": 4.4, "species": ["C", "N", "C", "C", "C", "C", "H", "H", "H", "H", "H", "H", "H", "H", "H", "H", "H", "O", "H", "H", "O"], "coordinates": [[1.37030, 1.00121, 0.67796], [1.36687, 0.23752, -0.59411], [-0.10043, 0.28694, -1.03994], [-1.13995, 0.08788, 0.06125], [-1.67306, 0.95458, -2.84111], [-0.48015, 0.36011, -2.37852], [0.61028, 1.81058, 0.45017], [2.38824, 1.51846, 0.69383], [0.95389, 0.63491, 1.58274], [1.49031, -0.76469, -0.38540], [-1.19798, 0.89717, 0.73711], [-2.14647, 0.02840, -0.37465], [-2.47057, 1.36821, -2.11234], [-1.77664, 0.99360, -4.07383], [0.18706, -0.05400, -3.18302], [-0.11211, -0.05075, 3.64487], [-0.85312, -0.86190, 0.55473], [-0.43984, -0.53937, 2.88859], [0.41424, -1.20672, 2.30576], [0.83610, -2.79019, 1.77171], [0.97089, -1.87688, 1.57007]], "atomic_forces_ev_per_a": [[0.53, 3.42, -1.96], [-4.29, -0.59, -0.65], [1.78, -0.94, 2.48], [-0.21, -0.23, -2.16], [0.86, -0.84, -0.88], [-1.09, 0.21, -2.75], [1.37, -0.11, 0.41], [-1.44, -0.90, 0.60], [0.52, -1.11, 0.59], [0.43, 0.10, -0.25], [0.30, 0.63, 1.05], [0.38, -0.34, 0.09], [1.43, -0.54, -1.61], [-0.08, 0.15, 3.70], [-0.26, 0.82, 1.07], [0.50, 0.07, 0.78], [-0.21, 0.56, -0.16], [-0.78, -0.11, -0.18], [0.60, -1.00, -1.07], [-0.27, -1.10, 0.56], [-0.07, 1.84, 0.34]], "lowdin_charge": [-0.105, 0.004, -0.122, -0.012, 0.170, -0.097, 0.097, 0.129, 0.032, 0.115, 0.078, 0.093, 0.118, 0.164, 0.142, 0.074, 0.100, 0.026, -0.019, 0.051, -0.039]}

=====

# 2
{"formula": "C4H12OS", "method": "ωB97M-V with the def2-TZVPD basis set", "relative_energy_kcal_mol": 17.7, "charge": 0, "homo_energy_ha": -0.3319, "homo_lumo_gap_ha": 0.362, "max_force_ev_per_a": 1.5, "species": ["C", "C", "O", "H", "H", "H", "H", "H", "H", "C", "C", "S", "H", "H", "H", "H", "H", "H"], "coordinates": [[0.84773, -1.26340, -0.59713], [1.51443, -2.06051, 0.52358], [2.90931, -1.97765, 0.32737], [1.16618, -1.73029, -1.52400], [-0.23015, -1.29029, -0.47801], [1.27242, -0.27445, -0.57643], [1.18686, -3.09829, 0.45254], [1.25324, -1.69349, 1.52074], [3.34582, -2.78909, 0.60572], [-1.44078, 1.91306, -0.95343], [-1.28735, 2.12106, 0.52735], [-2.49621, 1.21548, 1.50016], [-2.40724, 2.27729, -1.29615], [-1.14303, 0.92501, -1.29259], [-0.70169, 2.59227, -1.39873], [-0.25776, 1.95416, 0.82815], [-1.44682, 3.17524, 0.72885], [-2.08495, 0.00388, 1.10203]], "atomic_forces_ev_per_a": [[0.73, -0.79, 0.69], [-0.39, -0.18, -0.24], [0.62, 0.01, -0.09], [-0.27, 0.01, -0.27], [-0.14, 0.23, -0.15], [-0.22, 0.62, -0.04], [-0.09, -0.14, 0.10], [-0.09, 0.11, -0.04], [-0.17, 0.13, 0.06], [0.92, 1.05, -0.43], [0.06, 0.28, -0.09], [0.05, -0.19, 0.31], [-0.14, -0.56, -0.11], [-0.52, -0.21, 0.02], [-0.06, -0.08, -0.25], [0.05, -0.41, 0.27], [-0.27, 0.16, 0.23], [-0.08, -0.05, 0.05]], "lowdin_charge": [-0.084, -0.332, -0.080, 0.076, 0.062, 0.068, 0.108, 0.107, 0.084, -0.191, -0.666, 0.692, 0.071, 0.051, 0.074, 0.063, 0.061, -0.165]}

=====

# 3
{"formula": "C15H20IORhS9SbSe", "method": "ωB97M-V with the def2-TZVPD basis set", "relative_energy_kcal_mol": 0.0, "charge": -2, "multiplicity": 2, "homo_energy_ha": [-0.0709, -0.0715], "s2": 0.767, "homo_lumo_gap_ha": [0.216, 0.174], "max_force_ev_per_a": 2.2, "species": ["Rh", "S", "Sb", "S", "S", "Se", "C", "C", "C", "C", "C", "C", "H", "H", "H", "H", "H", "C", "C", "S", "O", "C", "C", "H", "H", "H", "H", "H", "H", "H", "H", "H", "H", "C", "S", "C", "C", "S", "S", "C", "S", "S", "H", "H", "H", "I", "C", "H", "H"], "coordinates": [[-0.90964, 0.34541, -0.29323], [-1.63371, 5.31769, 0.74607], [-2.60556, 3.27929, 0.23384], [-1.61979, 1.74908, 1.78331], [-1.17152, 2.29347, -1.49899], [-0.50027, -1.84769, 0.65127], [-1.99161, -2.41828, 1.73110], [-2.57141, -1.56008, 2.66388], [-3.63840, -1.98027, 3.44246], [-4.13820, -3.26905, 3.31241], [-3.55054, -4.13736, 2.40390], [-2.48409, -3.71865, 1.62110], [-2.20103, -0.55045, 2.75777], [-4.08754, -1.28795, 4.14528], [-4.97999, -3.59070, 3.91515], [-3.93431, -5.14662, 2.29817], [-2.03191, -4.39403, 0.90450], [1.42560, 0.36791, 2.94956], [1.69934, 1.47360, 1.94525], [1.30479, 0.88233, 0.26189], [2.11957, -0.33654, 0.07428], [2.20232, 2.16277, -0.66851], [1.84240, 3.59877, -0.32005], [1.87195, 0.60937, 3.91662], [1.84619, -0.57143, 2.58963], [0.35315, 0.23562, 3.08371], [2.75503, 1.75185, 1.93159], [1.06896, 2.34578, 2.12082], [1.95915, 1.94330, -1.70652], [3.25623, 1.93076, -0.50705], [0.76887, 3.70768, -0.15972], [2.10878, 4.25614, -1.14899], [2.36130, 3.93852, 0.57767], [1.61545, -2.80705, -2.66539], [3.15340, -1.86128, -2.75111], [2.81115, -0.27519, -3.41867], [1.66695, 0.44967, -3.60738], [0.03167, 0.12724, -3.20707], [1.93565, 1.97500, -4.48657], [3.67022, 2.04428, -4.28551], [4.60944, 3.27004, -4.92141], [4.31304, 0.43251, -4.00113], [1.92874, -3.84510, -2.55278], [1.04513, -2.67158, -3.57553], [1.03864, -2.49308, -1.80327], [-4.57433, 0.11810, -0.16906], [-2.67205, -0.37651, -1.08724], [-2.77081, -0.00345, -2.10694], [-2.69639, -1.46382, -1.11912]], "atomic_forces_ev_per_a": [[-0.72, 1.27, 0.18], [-0.40, 0.02, 0.03], [1.38, 0.03, -0.27], [-0.02, -1.05, -1.23], [-1.16, 1.02, -0.09], [0.17, -1.00, 0.61], [0.16, 0.23, -0.33], [-0.10, -0.09, 0.05], [0.04, -0.02, -0.03], [-0.07, 0.00, 0.11], [0.00, -0.08, 0.03], [-0.01, 0.06, -0.03], [-0.02, 0.04, -0.02], [-0.01, 0.00, 0.00], [0.00, -0.02, -0.01], [0.02, 0.00, -0.02], [-0.03, 0.01, -0.03], [0.00, -0.03, -0.05], [-0.32, -0.02, -0.16], [1.19, 0.16, 0.45], [0.38, -0.26, -0.14], [-0.48, 0.12, -0.05], [-0.09, 0.00, 0.14], [0.01, 0.07, -0.01], [-0.03, -0.02, 0.05], [0.00, -0.07, 0.00], [0.01, -0.01, -0.14], [0.08, 0.05, 0.02], [-0.04, -0.03, 0.04], [-0.03, -0.13, 0.08], [0.01, 0.05, -0.02], [0.05, -0.01, 0.02], [0.01, 0.01, -0.01], [0.07, 0.38, -0.07], [0.24, -0.15, 0.21], [-0.51, 0.11, -0.35], [0.72, -0.52, -0.14], [-0.50, -0.47, 0.56], [0.78, 0.05, 1.17], [0.06, -0.58, -2.07], [-0.21, -0.21, 0.63], [-0.52, 1.00, 0.64], [0.05, 0.03, -0.02], [-0.12, -0.07, -0.06], [-0.14, 0.00, 0.06], [0.05, -0.01, -0.08], [0.05, -0.04, 0.08], [-0.02, 0.17, 0.09], [0.03, 0.03, 0.17]], "lowdin_charge": [0.051, -0.314, 0.192, -0.033, -0.073, 0.675, -0.614, -0.176, -0.112, -0.133, -0.126, -0.153, 0.000, 0.095, 0.082, 0.086, 0.084, -0.166, -0.396, 0.669, -0.555, -0.369, -0.148, 0.068, 0.056, 0.022, 0.091, 0.046, 0.023, 0.099, -0.011, 0.080, 0.068, -0.405, 0.789, -1.005, -1.159, 0.481, 0.856, -1.471, 0.417, 0.833, 0.026, 0.020, -0.033, 0.555, -0.864, -0.077, -0.073]}

=====

# 4
{"formula": "C2H3N4", "method": "ωB97M-V with the def2-TZVPD basis set", "relative_energy_kcal_mol": 80.7, "charge": 1, "homo_energy_ha": -0.5614, "homo_lumo_gap_ha": 0.303, "max_force_ev_per_a": 4.1, "species": ["C", "N", "N", "C", "N", "N", "H", "H", "H"], "coordinates": [[0.30276, -1.31489, -0.23055], [-0.11216, -0.21307, 0.46809], [-1.07090, 0.44675, 0.85054], [0.24370, 1.13886, 0.76658], [-0.00989, 2.05540, -0.21043], [-0.72104, 2.87791, -0.42894], [-0.13365, -1.48676, -1.20736], [1.29889, -1.35974, -0.51622], [0.20230, -2.14447, 0.50828]], "atomic_forces_ev_per_a": [[-0.72, -4.03, 0.34], [-0.13, 3.19, -0.88], [-0.24, -2.01, 0.51], [1.46, -1.01, 3.22], [-1.92, 2.05, -1.94], [0.96, 0.80, -0.82], [-1.36, 0.03, 0.20], [2.34, 1.01, 0.32], [-0.39, -0.04, -0.95]], "lowdin_charge": [0.033, -0.077, 0.343, -0.123, 0.048, 0.386, 0.136, 0.097, 0.156]}

=====

# 5
{"formula": "C3H8P2", "method": "ωB97M-V with the def2-TZVPD basis set", "relative_energy_kcal_mol": 90.5, "charge": 0, "homo_energy_ha": [-0.3087, -0.2972], "homo_lumo_gap_ha": [0.285, 0.283], "max_force_ev_per_a": 4.8, "species": ["C", "C", "C", "P", "P", "H", "H", "H", "H", "H", "H", "H", "H"], "coordinates": [[0.49428, -2.68831, -0.20079], [-1.49540, 2.21296, -0.01403], [-1.28018, 0.69626, 0.05656], [2.07437, -2.94454, 0.14357], [-0.13973, 0.08196, -1.24133], [-0.48160, -3.07936, -0.40132], [-1.49922, 2.45300, -1.08307], [-2.50595, 2.55453, 0.34724], [-0.88806, 2.78686, 0.54376], [-2.18790, 0.11310, 0.07621], [-0.91345, 0.43762, 1.00656], [2.01711, -4.18772, 0.98231], [1.07096, 0.90509, -0.92086]], "atomic_forces_ev_per_a": [[0.91, 0.42, -0.40], [-3.92, -1.65, -2.20], [0.09, 0.43, 0.31], [-0.58, -0.18, 0.71], [1.05, -0.22, -0.16], [-0.32, 0.00, 0.34], [0.25, 0.62, 0.24], [0.59, -0.77, -0.33], [2.85, 1.70, 1.55], [-0.57, 0.00, -0.77], [0.98, -0.24, 1.45], [-0.20, 0.64, -0.79], [-1.15, -0.76, 0.04]], "lowdin_charge": [-0.531, -0.182, -0.619, 0.627, 0.783, -0.068, 0.052, 0.087, 0.017, 0.051, 0.032, -0.136, -0.112]}

=====

# 6
{"formula": "C30H58Br3FNO2S", "method": "ωB97M-V with the def2-TZVPD basis set", "relative_energy_kcal_mol": 267.0, "charge": 1, "homo_energy_ha": -0.4393, "homo_lumo_gap_ha": 0.362, "max_force_ev_per_a": 8.4, "species": ["C", "C", "C", "Br", "C", "C", "C", "C", "C", "C", "C", "C", "S", "N", "C", "C", "F", "C", "C", "C", "C", "C", "C", "C", "C", "C", "O", "C", "C", "O", "C", "C", "C", "C", "H", "H", "H", "H", "H", "H", "H", "H", "H", "H", "H", "H", "H", "H", "H", "H", "H", "H", "H", "H", "H", "H", "H", "H", "H", "H", "H", "H", "H", "H", "H", "H", "H", "H", "H", "H", "H", "H", "H", "H", "H", "H", "H", "H", "H", "H", "H", "H", "H", "H", "H", "H", "H", "H", "Br", "C", "C", "Br", "H", "H", "H", "H"], "coordinates": [[0.56903, 0.11639, 4.51500], [-0.98924, -0.19525, 3.99364], [-0.96574, -0.93674, 2.49598], [-2.01807, -2.59962, 2.67716], [-1.26000, 0.05980, 1.25704], [-2.39431, 1.29220, 1.39509], [-3.73801, 0.89377, 2.15420], [-5.19286, 1.28124, 1.57942], [-2.24202, 1.85776, -0.13318], [-3.49022, 2.61344, -0.89485], [-3.10882, 3.69924, -2.03180], [-3.17508, 3.25981, -3.58898], [-3.81917, 1.56090, -3.99263], [-1.39052, 0.90430, -1.00047], [0.00847, 1.26026, -1.39075], [0.29612, 2.74815, -1.98437], [0.57962, 3.79350, -0.93047], [-1.48402, -0.46948, -0.28772], [-0.23370, -1.52198, -0.46469], [-0.14341, -2.19716, -1.99309], [0.39219, -3.76659, -1.95965], [1.87681, -3.88414, -1.21536], [3.08553, -4.34511, -2.23430], [4.59118, -3.94162, -1.62785], [5.11205, -2.47030, -2.15133], [5.16799, -1.33137, -0.94423], [3.96943, -0.47005, -0.90675], [4.33986, 0.92193, -0.58819], [4.73190, 1.39365, 0.95548], [4.37538, 1.82480, -1.57569], [-2.95352, -0.96889, -0.80396], [-3.28689, -2.56412, -0.60430], [-4.66383, -2.68759, 0.33985], [-3.72768, -3.32664, -2.02733], [1.25041, -0.81034, 4.29048], [0.99878, 1.05287, 3.94939], [0.55340, 0.26796, 5.69334], [-1.57285, -0.87723, 4.77796], [-1.52997, 0.83877, 3.99362], [0.17481, -1.27865, 2.38087], [-0.27444, 0.74157, 1.29979], [-1.87098, 2.11588, 2.09073], [-3.67829, 1.33626, 3.26338], [-3.74650, -0.28827, 2.32457], [-5.39852, 2.45170, 1.51371], [-5.47654, 0.83659, 0.52053], [-6.01885, 0.86735, 2.33152], [-1.54228, 2.80353, 0.08072], [-4.03065, 3.23375, -0.02526], [-4.26145, 1.78259, -1.18263], [-3.87687, 4.60710, -1.90148], [-2.06298, 4.18354, -1.71755], [-2.13714, 3.37307, -4.16962], [-3.89632, 4.02797, -4.15300], [-2.89472, 0.81397, -4.75272], [-1.90328, 1.00366, -1.91598], [0.83073, 1.06555, -0.54711], [0.31971, 0.51777, -2.27398], [-0.48514, 3.12417, -2.77851], [1.32732, 2.67037, -2.58363], [-0.39786, -2.47033, 0.24252], [0.81838, -1.08596, -0.13589], [0.71309, -1.60245, -2.57521], [-1.11806, -2.03826, -2.61884], [-0.39633, -4.52978, -1.55454], [0.60032, -4.06905, -3.09561], [2.22197, -2.86026, -0.73135], [1.78638, -4.71016, -0.38775], [3.12363, -5.52859, -2.35847], [3.00105, -3.87898, -3.32002], [4.57730, -3.89609, -0.43833], [5.41016, -4.72809, -1.92480], [6.22730, -2.60191, -2.54843], [4.48529, -2.05316, -3.06345], [6.12999, -0.64918, -1.03275], [5.24883, -1.88365, 0.09377], [3.83545, 1.18538, 1.68179], [4.95866, 2.54932, 0.93480], [5.71641, 0.86875, 1.35426], [-3.87037, -0.39059, -0.30224], [-3.11704, -0.78511, -1.97429], [-2.42072, -3.20934, -0.16408], [-4.79242, -3.75730, 0.80174], [-5.56884, -2.38136, -0.37561], [-4.67841, -1.92338, 1.22555], [-4.81257, -2.99012, -2.32726], [-3.81895, -4.47571, -1.72276], [-2.92767, -3.21990, -2.87206], [6.65767, 3.62156, 2.56645], [5.25216, 4.69392, 3.39072], [5.06307, 4.32467, 4.84346], [4.07930, 2.64987, 5.02435], [4.35057, 4.55692, 2.78685], [5.59292, 5.72890, 3.29702], [4.44925, 5.07137, 5.35425], [6.00428, 4.20199, 5.38611]], "atomic_forces_ev_per_a": [[-0.67, -0.55, 0.07], [0.48, 0.35, 0.52], [1.90, 1.13, 0.86], [0.30, 0.61, -0.37], [-0.55, 2.07, 0.47], [1.84, -0.27, 0.63], [-0.90, -1.17, 1.04], [-1.30, 0.47, 0.06], [0.68, 4.48, 1.67], [-0.84, -0.66, 1.42], [-0.15, 0.99, 0.88], [1.09, 1.77, -1.76], [0.31, -0.57, 0.13], [-0.44, 0.47, -0.59], [3.34, 0.73, -0.70], [1.57, 0.13, -0.63], [-1.24, -2.51, -2.18], [0.59, -1.04, 1.23], [-0.16, -1.49, -1.24], [1.51, 0.42, 0.00], [0.69, 0.49, -1.25], [0.09, -0.32, -0.21], [1.07, -0.61, 0.21], [-0.14, 0.58, 0.14], [0.59, 0.45, 0.07], [1.41, -0.85, 0.38], [1.52, 2.54, 0.66], [0.60, 3.77, -4.06], [-0.09, -0.03, -0.65], [-0.59, -5.81, 6.08], [-1.19, -1.21, -0.20], [-1.50, -0.75, -0.25], [0.20, 0.48, -0.36], [0.00, -0.57, 1.35], [-1.26, 1.75, 0.44], [-0.80, -1.80, 1.28], [0.11, -0.08, -2.66], [1.46, 1.43, -1.88], [0.82, -1.98, -0.27], [-2.72, 0.49, 0.06], [-1.79, -1.77, -0.55], [-1.23, -1.76, -1.75], [-0.08, -0.89, -2.54], [0.07, 2.54, -0.46], [0.63, -2.49, 0.19], [0.83, 0.79, 2.16], [1.89, 0.83, -1.59], [-1.13, -2.17, -0.74], [1.41, -1.49, -1.86], [1.35, 1.81, 0.07], [1.65, -2.16, -0.32], [-2.17, -1.14, -0.93], [-2.19, -0.15, 1.48], [1.59, -1.86, 1.28], [-0.42, 1.50, 0.79], [0.23, -1.16, 0.81], [-2.22, 0.50, -1.65], [-0.85, 1.62, 1.92], [1.28, -0.53, 2.06], [-2.24, 0.07, 1.54], [-0.04, 2.41, -1.27], [-2.38, -0.65, -0.78], [-1.79, -1.25, 1.12], [1.69, -0.50, 1.38], [1.47, 1.62, -0.51], [-0.67, 0.61, 2.41], [-0.91, -2.05, -0.91], [0.34, 1.77, -1.41], [-0.46, 2.55, 0.22], [-0.01, -0.87, 2.31], [-0.13, -0.29, -2.51], [-1.82, 1.41, 0.49], [-2.40, 0.40, 0.92], [1.18, -0.85, 1.99], [-1.97, -1.42, -0.09], [-0.16, 1.00, -2.00], [1.77, 0.22, -1.41], [-0.67, -2.61, -0.27], [-2.23, 0.84, -0.97], [2.36, -0.98, -0.86], [0.87, -0.09, 2.46], [-1.55, 1.57, -0.66], [0.13, 2.04, -1.13], [1.82, -0.92, 1.67], [0.23, -1.45, -1.64], [2.32, -0.47, 0.26], [0.23, 2.43, -0.88], [-1.67, -0.14, 1.50], [0.13, 0.26, 0.23], [0.21, 0.15, -0.08], [-0.21, 0.07, 0.12], [0.09, 0.00, -0.01], [0.18, 0.00, 0.24], [-0.07, -0.19, 0.08], [0.11, -0.10, -0.14], [-0.20, 0.02, -0.24]], "lowdin_charge": [-0.125, -0.257, -0.621, 0.739, -0.190, -0.186, -0.218, -0.145, -0.173, -0.163, -0.240, -0.552, 0.650, -0.053, -0.096, -0.076, -0.135, -0.255, -0.128, -0.180, -0.189, -0.197, -0.207, -0.204, -0.160, -0.186, -0.157, -0.303, -0.059, -0.020, -0.070, -0.365, -0.128, -0.106, 0.079, 0.070, 0.096, 0.104, 0.091, 0.106, 0.160, 0.154, 0.133, 0.086, 0.087, 0.074, 0.103, 0.160, 0.133, 0.088, 0.135, 0.118, 0.087, 0.098, -0.109, 0.134, 0.158, 0.157, 0.105, 0.153, 0.109, 0.121, 0.113, 0.092, 0.110, 0.117, 0.103, 0.119, 0.119, 0.113, 0.113, 0.110, 0.122, 0.123, 0.142, 0.128, 0.084, 0.021, 0.095, 0.111, 0.117, 0.085, 0.093, 0.097, 0.040, 0.084, 0.101, 0.067, 0.673, -0.670, -0.686, 0.589, 0.053, 0.062, 0.061, 0.057]}